Entry 1:
{"formula": "C33H34BrCeN7O8", "method": "wB97M-V/def2-TZVPD", "homo_lumo_gap_ev": 6.73, "de_lowest_kj_mol": 10.93, "charge": 0, "fmax_ev_per_a": 0.90, "symbols": ["Ce", "C", "O", "C", "C", "C", "C", "C", "C", "N", "N", "C", "C", "O", "C", "C", "C", "C", "C", "C", "C", "C", "H", "H", "H", "H", "H", "H", "H", "H", "H", "H", "H", "H", "H", "N", "C", "C", "O", "N", "C", "C", "O", "O", "H", "H", "H", "H", "H", "H", "Br", "C", "C", "N", "C", "C", "C", "C", "O", "O", "H", "H", "H", "C", "N", "C", "C", "C", "N", "C", "C", "O", "H", "H", "H", "H", "H", "H", "H", "H", "H", "H", "H", "H"], "xyz": [[-0.65122, -0.14474, -0.30461], [-3.68500, -2.90247, 0.78717], [-2.86112, -1.84946, 1.28947], [-3.27171, -1.22254, 2.42407], [-4.40039, -1.62157, 3.13531], [-4.73039, -1.00470, 4.32955], [-3.93215, 0.00651, 4.83612], [-2.82868, 0.42659, 4.11714], [-2.50391, -0.14456, 2.88763], [-1.38274, 0.35671, 2.12319], [-1.07816, 1.51522, 2.53755], [0.03745, 2.21461, 2.17525], [1.13757, 1.69136, 1.47872], [1.12017, 0.50698, 0.94505], [2.30948, 2.49837, 1.31417], [2.32784, 3.78029, 1.75361], [1.20659, 4.36364, 2.41697], [1.23611, 5.70797, 2.84065], [0.15572, 6.26573, 3.47070], [-0.99059, 5.48703, 3.69139], [-1.04594, 4.17800, 3.28605], [0.05693, 3.57933, 2.64308], [-3.80393, -3.68940, 1.53588], [-3.16837, -3.30070, -0.07902], [-4.65337, -2.51071, 0.47614], [-5.02796, -2.41242, 2.75673], [-5.60991, -1.33067, 4.86857], [-4.16585, 0.46879, 5.78524], [-2.20168, 1.21726, 4.49875], [3.14656, 2.05583, 0.79120], [3.20530, 4.39665, 1.59182], [2.12992, 6.29062, 2.65153], [0.18043, 7.29864, 3.79104], [-1.84949, 5.92796, 4.18184], [-1.94401, 3.59952, 3.44333], [-0.04157, -2.42123, 0.97831], [-0.04146, -3.59682, 0.10590], [-0.88188, -3.36183, -1.14869], [-1.08851, -4.28555, -1.93582], [-1.34760, -2.10932, -1.25760], [-2.37373, -1.80965, -2.24594], [-3.35833, -0.84069, -1.58173], [-4.55703, -0.97766, -1.63194], [-2.74762, 0.10657, -0.88363], [0.65846, -2.48962, 1.70772], [-0.94548, -2.37946, 1.44748], [-0.42437, -4.50042, 0.59293], [0.98135, -3.81046, -0.20517], [-2.90068, -2.70401, -2.58482], [-1.96545, -1.30803, -3.12911], [2.09007, 6.96188, -1.83816], [2.04240, 5.12026, -2.24123], [3.10795, 4.53427, -2.91487], [3.15435, 3.24323, -3.21054], [2.12054, 2.48741, -2.85434], [1.01518, 2.99050, -2.18348], [0.97253, 4.33860, -1.85289], [-0.04626, 2.06633, -1.70505], [-0.61306, 2.25377, -0.59909], [-0.28631, 0.99362, -2.33427], [3.95530, 5.13977, -3.21621], [2.16636, 1.43055, -3.08802], [0.14169, 4.74534, -1.29267], [0.60608, -1.80653, -4.00900], [1.52810, -2.53629, -3.16534], [1.93494, -3.83362, -3.68515], [2.58760, -4.68068, -2.61638], [3.59529, -3.84009, -1.85671], [2.92254, -2.67688, -1.30419], [3.42249, -2.04034, -0.09797], [1.92549, -2.03851, -1.97554], [1.43473, -1.00676, -1.47150], [0.32437, -0.87287, -3.53310], [-0.27760, -2.41904, -4.19450], [1.08609, -1.58227, -4.96633], [2.61474, -3.68589, -4.53337], [1.03419, -4.32694, -4.05762], [3.07500, -5.54029, -3.07660], [1.82538, -5.05733, -1.93267], [4.42236, -3.53965, -2.51319], [4.02423, -4.40476, -1.02800], [2.62862, -1.91338, 0.63877], [3.82613, -1.04796, -0.30699], [4.20892, -2.66697, 0.31701]], "lowdin_charge": [1.40, -0.03, -0.14, -0.20, -0.01, -0.08, -0.08, -0.02, -0.13, 0.02, 0.10, -0.15, -0.32, -0.17, 0.02, 0.00, -0.17, -0.04, -0.09, -0.08, -0.02, -0.09, 0.10, 0.09, 0.11, 0.10, 0.11, 0.10, 0.10, 0.12, 0.12, 0.11, 0.10, 0.10, 0.10, 0.01, -0.13, -0.55, 0.03, -0.10, -0.11, -0.57, 0.09, -0.15, 0.10, 0.07, 0.13, 0.10, 0.13, 0.12, 0.75, -0.67, -0.18, 0.08, -0.06, -0.09, -0.03, -0.56, -0.02, -0.06, 0.10, 0.12, 0.13, -0.01, -0.05, -0.15, -0.14, -0.15, -0.08, -0.01, -0.45, -0.05, 0.07, 0.09, 0.10, 0.13, 0.13, 0.12, 0.11, 0.13, 0.12, 0.07, 0.10, 0.09]}



Entry 2:
{"formula": "C33H34ClN5O3V", "method": "wB97M-V/def2-TZVPD", "homo_lumo_gap_ev": [7.40, 7.41], "de_lowest_kj_mol": 167.69, "charge": 1, "multiplicity": 3, "fmax_ev_per_a": 1.31, "s_squared": 2.026, "symbols": ["V", "C", "N", "C", "C", "C", "C", "C", "C", "C", "C", "H", "H", "H", "H", "H", "H", "H", "H", "H", "H", "H", "H", "N", "C", "C", "N", "C", "C", "N", "H", "H", "H", "H", "H", "C", "C", "O", "C", "C", "C", "C", "C", "C", "H", "H", "H", "H", "H", "H", "H", "H", "O", "C", "O", "C", "C", "C", "C", "C", "C", "H", "H", "H", "H", "H", "Cl", "C", "C", "C", "C", "N", "C", "H", "H", "H", "H"], "xyz": [[-0.36230, 0.26859, -0.27018], [3.01780, -0.34445, 2.68788], [1.97170, 0.64094, 2.46220], [1.53059, 1.18922, 3.73591], [2.46571, 1.70465, 1.59907], [2.58788, 1.36874, 0.12527], [3.84596, 1.51283, -0.45719], [4.04182, 1.39739, -1.82825], [2.95025, 1.20044, -2.65654], [1.69237, 1.06508, -2.08117], [1.48639, 1.06396, -0.69901], [3.86634, 0.07902, 3.24829], [3.39423, -0.71714, 1.73548], [2.62680, -1.18866, 3.26127], [2.34484, 1.69372, 4.27922], [1.15215, 0.38732, 4.37328], [0.72843, 1.91087, 3.57826], [3.44980, 2.05429, 1.95190], [1.79196, 2.55719, 1.70504], [4.69346, 1.73829, 0.18099], [5.03626, 1.50189, -2.24258], [3.06635, 1.17641, -3.73269], [0.83258, 0.98396, -2.73975], [-0.82586, 5.38476, 1.34956], [-1.12933, 4.09991, 1.64229], [-0.63293, 3.04383, 0.85182], [-0.91326, 1.78995, 1.15263], [-1.69874, 1.54039, 2.21285], [-2.16998, 2.58462, 2.97787], [-1.88800, 3.85550, 2.70842], [-0.43881, 5.62019, 0.45288], [-1.30538, 6.10484, 1.86220], [-0.04052, 3.22579, -0.03630], [-1.93460, 0.51038, 2.43754], [-2.80151, 2.39699, 3.83785], [-0.53261, -2.40433, 2.83558], [0.35124, -2.12163, 1.66816], [0.14285, -1.11983, 0.97427], [1.43110, -3.03074, 1.28274], [1.62805, -4.24849, 1.93652], [2.61905, -5.11294, 1.50477], [3.42043, -4.76223, 0.42545], [3.23323, -3.54981, -0.22910], [2.23975, -2.68690, 0.19166], [-1.05100, -1.49427, 3.12495], [0.03344, -2.79003, 3.68082], [-1.26703, -3.16482, 2.55516], [1.00821, -4.52967, 2.77766], [2.77027, -6.05737, 2.00901], [4.19851, -5.43693, 0.09322], [3.86659, -3.27886, -1.06333], [2.09832, -1.73361, -0.30226], [-1.55130, 3.28578, -2.12679], [-2.10282, 2.21524, -1.98450], [-1.49277, 1.15852, -1.48448], [-3.53218, 1.99958, -2.37830], [-4.16865, 2.97972, -3.13070], [-5.48693, 2.80922, -3.52147], [-6.17945, 1.66347, -3.15124], [-5.54964, 0.68496, -2.39348], [-4.22607, 0.85017, -2.01444], [-3.61487, 3.86958, -3.39779], [-5.97732, 3.57117, -4.11263], [-7.21053, 1.53303, -3.45301], [-6.09180, -0.20424, -2.09864], [-3.72695, 0.08879, -1.42931], [0.97308, -3.25950, -4.78827], [0.01712, -3.00347, -3.38143], [-0.85425, -3.97325, -2.92350], [-1.59071, -3.69615, -1.78260], [-1.41012, -2.48512, -1.14777], [-0.55890, -1.54920, -1.58666], [0.13374, -1.80344, -2.69739], [-0.95307, -4.91360, -3.44823], [-2.30005, -4.41133, -1.39100], [-1.98404, -2.24527, -0.25935], [0.81560, -1.04388, -3.04864]], "lowdin_charge": [0.98, -0.09, -0.26, -0.09, -0.17, -0.22, -0.04, -0.07, -0.07, -0.14, -0.16, 0.10, 0.08, 0.08, 0.10, 0.09, 0.07, 0.12, 0.11, 0.11, 0.11, 0.11, 0.09, 0.16, -0.34, -0.06, -0.01, -0.12, -0.10, 0.15, 0.11, 0.11, 0.12, 0.10, 0.12, 0.03, -0.33, -0.10, -0.16, -0.01, -0.05, -0.04, -0.04, -0.01, 0.08, 0.10, 0.11, 0.12, 0.11, 0.12, 0.12, 0.11, 0.09, -0.53, -0.18, -0.14, -0.01, -0.06, -0.08, -0.08, -0.03, 0.12, 0.11, 0.11, 0.10, 0.10, 0.73, -0.63, -0.05, -0.02, -0.12, 0.01, -0.12, 0.12, 0.12, 0.12, 0.10]}



Entry 3:
{"formula": "C33H34N7SSe2Yb", "method": "wB97M-V/def2-TZVPD", "homo_lumo_gap_ev": [6.19, 6.20], "de_lowest_kj_mol": 0.00, "charge": 2, "multiplicity": 2, "fmax_ev_per_a": 0.30, "s_squared": 0.751, "symbols": ["Yb", "C", "N", "C", "C", "C", "C", "C", "C", "C", "N", "C", "C", "C", "C", "C", "C", "N", "C", "C", "H", "H", "H", "H", "H", "H", "H", "H", "H", "H", "H", "H", "H", "H", "H", "H", "H", "H", "H", "H", "Se", "Se", "C", "C", "C", "C", "C", "N", "C", "C", "C", "C", "C", "N", "H", "H", "H", "H", "H", "H", "H", "H", "N", "C", "N", "C", "C", "C", "C", "C", "C", "S", "H", "H", "H", "H", "H", "H"], "xyz": [[-0.03141, 0.63367, -0.12930], [1.82798, 2.09163, 2.45455], [1.65225, 0.78383, 1.78624], [3.01261, 0.41650, 1.27816], [1.31467, -0.28856, 2.73996], [1.97359, -0.37162, 3.96043], [1.90350, -1.51812, 4.73048], [1.23811, -2.61835, 4.21586], [0.55882, -2.53251, 3.01466], [0.49748, -1.33633, 2.28402], [-0.25603, -1.14056, 1.11175], [-1.35694, -1.97144, 0.84600], [-2.05064, -2.73801, 1.80410], [-3.10932, -3.55588, 1.46173], [-3.54418, -3.64030, 0.14748], [-2.95948, -2.81043, -0.78720], [-1.91457, -1.95854, -0.44282], [-1.46986, -0.93943, -1.41026], [-2.65711, -0.11170, -1.77164], [-0.98126, -1.59942, -2.64706], [2.66620, 2.07937, 3.15247], [2.06211, 2.84941, 1.70594], [0.93359, 2.35953, 3.01464], [3.70841, 0.36039, 2.11703], [2.97806, -0.55759, 0.79640], [3.36424, 1.17039, 0.57672], [2.58297, 0.45030, 4.30794], [2.41060, -1.56922, 5.68297], [1.24668, -3.55913, 4.74928], [0.09277, -3.42602, 2.63292], [-1.77762, -2.67853, 2.84431], [-3.59746, -4.13374, 2.23492], [-4.34802, -4.30444, -0.13448], [-3.33865, -2.81699, -1.80032], [-3.46534, -0.73870, -2.14759], [-3.01596, 0.42726, -0.89263], [-2.39137, 0.59544, -2.55123], [-1.80053, -2.10231, -3.16442], [-0.55699, -0.86261, -3.32643], [-0.22371, -2.33583, -2.39682], [-2.16062, 4.08603, -0.68634], [-0.42880, 3.56167, 0.77887], [-1.49823, 2.45140, 1.93894], [-1.82939, 2.88985, 3.20459], [-2.68478, 2.08037, 3.94305], [-3.16421, 0.91105, 3.37377], [-2.74543, 0.55137, 2.10314], [-1.89619, 1.30472, 1.39097], [-1.54397, 3.16056, -2.24875], [-2.12448, 3.61420, -3.43088], [-1.73469, 3.04826, -4.62706], [-0.74364, 2.07421, -4.60616], [-0.22663, 1.69058, -3.38959], [-0.62952, 2.18946, -2.19920], [-1.45913, 3.83010, 3.58705], [-2.98746, 2.37323, 4.93922], [-3.85206, 0.27035, 3.90606], [-3.08210, -0.36752, 1.64313], [-2.85495, 4.41249, -3.41204], [-2.17418, 3.37768, -5.55865], [-0.37324, 1.61952, -5.51350], [0.54586, 0.93708, -3.34640], [2.35675, 3.06394, -1.77117], [2.65708, 1.76841, -1.97066], [1.95740, 0.77350, -1.46236], [2.55484, -0.45609, -1.81226], [2.13070, -1.71208, -1.38624], [2.83425, -2.82750, -1.80697], [3.95075, -2.70535, -2.63385], [4.39592, -1.46170, -3.04367], [3.68610, -0.34737, -2.61947], [4.03050, 1.33485, -2.92894], [1.45080, 3.29785, -1.40082], [2.89321, 3.79481, -2.20628], [1.29227, -1.82638, -0.70349], [2.52075, -3.80882, -1.47784], [4.48493, -3.59088, -2.94743], [5.27345, -1.36521, -3.66751]], "lowdin_charge": [1.65, -0.13, -0.25, -0.05, -0.21, -0.03, -0.06, -0.06, -0.03, -0.23, -0.11, -0.26, -0.05, -0.06, -0.06, -0.03, -0.22, -0.26, -0.06, -0.04, 0.09, 0.05, 0.07, 0.11, 0.09, 0.08, 0.11, 0.11, 0.12, 0.11, 0.11, 0.12, 0.11, 0.11, 0.10, 0.08, 0.07, 0.10, 0.07, 0.09, 0.80, 0.72, -0.68, -0.07, 0.00, 0.00, -0.08, -0.06, -0.67, -0.09, -0.01, -0.02, -0.17, -0.08, 0.12, 0.13, 0.13, 0.11, 0.11, 0.13, 0.13, 0.09, 0.14, -0.71, -0.07, -0.34, -0.07, -0.05, -0.05, -0.06, -0.45, 1.17, 0.04, 0.12, 0.08, 0.12, 0.12, 0.12]}